Computed, not measured: C5H12BrCl2NNbO2 as an isolated structure, with ωB97M-V/def2-TZVPD.

Output
- LUMO (eV) = 2.356
- maximum force (eV/Å) = 2.31
- highest occupied orbital energy (eV) = -5.5
- calculated total energy (eV) = -107601.008
- orbital gap (eV) = 7.829

```
! RIJCOSX wB97M-V def2-TZVPD def2/J DEFGRID3
* xyz -1 1
C 1.8621 1.2426 -0.9476
O 0.6255 0.7667 -1.4000
C -0.2738 1.7806 -1.8523
Nb -2.3100 1.3321 -1.0855
Br -4.5943 0.9338 0.0547
O -2.3227 -0.6615 -1.7752
C -1.7208 -1.5566 -1.1144
N -0.9456 -2.3138 -0.6919
H 1.7350 2.1096 -0.2874
H 2.3453 0.4457 -0.3825
H 2.5197 1.5276 -1.7818
H -0.2855 1.7746 -2.9490
H 0.0347 2.7746 -1.5100
H -2.8107 2.0881 -2.7029
H -2.4344 3.0200 -0.5052
H -1.2801 1.0203 0.3920
Cl -0.0729 -0.7301 3.3350
C 0.5860 -1.7548 2.0309
C 1.8092 -2.5136 2.4589
Cl 3.2277 -1.4540 2.7455
H 0.7750 -1.1101 1.1781
H -0.1956 -2.4498 1.7435
H 2.0913 -3.2059 1.6683
H 1.6350 -3.0664 3.3785
*
```

Computed, not measured: C30H33N8O4RuSe as an isolated structure, with ωB97M-V/def2-TZVPD.

Output
- LUMO (alpha / beta) (eV) = -7.460 / -7.169
- maximum force (eV/Å) = 2.28
- expectation value of S² = 0.869
- energy relative to the best compared isomer or geometry (same formula, charge and spin) (kcal per mole) = 17.8
- highest occupied orbital energy (alpha / beta) (eV) = -12.8 / -12.8
- calculated total energy (eV) = -119671.945
- orbital gap (alpha / beta) (eV) = 5.370 / 5.608

```
! RIJCOSX wB97M-V def2-TZVPD def2/J DEFGRID3
* xyz 2 2
Ru 1.0523 0.1909 -0.6833
C 4.1874 -0.3036 2.4692
O 3.2410 0.7538 2.7544
C 2.3858 0.7908 1.7622
N 2.5466 -0.0631 0.7959
C 3.7352 -0.8881 1.1054
C 3.4992 -2.3938 1.1674
C 4.3496 -3.1780 1.9429
C 4.1660 -4.5499 2.0208
C 3.1363 -5.1620 1.3234
C 2.3146 -4.3957 0.5118
C 2.5040 -3.0232 0.4277
C 1.3301 1.7801 1.7116
C 1.0792 2.8050 2.6107
C 0.1272 3.7598 2.2874
C -0.5081 3.7104 1.0500
C -0.2117 2.6586 0.2040
N 0.6193 1.6725 0.5735
C -0.6267 2.4548 -1.1774
N -0.0869 1.4852 -1.8347
C -0.6667 1.4513 -3.1849
C -1.5699 2.7121 -3.1689
O -1.4971 3.2108 -1.8012
C 0.3475 1.4624 -4.3068
C 1.6257 1.9834 -4.1261
C 2.5255 2.0171 -5.1807
C 2.1447 1.5477 -6.4297
C 0.8699 1.0336 -6.6165
C -0.0235 0.9841 -5.5577
H 4.1229 -1.0325 3.2731
H 5.1852 0.1273 2.4516
H 4.4911 -0.7013 0.3387
H 5.1785 -2.7298 2.4786
H 4.8384 -5.1452 2.6239
H 2.9967 -6.2323 1.3910
H 1.5358 -4.8642 -0.0768
H 1.9014 -2.4507 -0.2593
H 1.6471 2.8511 3.5305
H -0.0810 4.5735 2.9682
H -1.1852 4.4901 0.7288
H -1.2657 0.5397 -3.2415
H -2.6098 2.5006 -3.3991
H -1.1991 3.4958 -3.8270
H 1.9163 2.3732 -3.1571
H 3.5145 2.4280 -5.0268
H 2.8411 1.5777 -7.2569
H 0.5708 0.6722 -7.5912
H -1.0192 0.5810 -5.7058
N -0.1426 -1.0879 1.2328
C -1.5879 -0.8677 1.2135
C -2.4091 -2.1451 1.5422
C -3.3121 -2.0570 2.7811
C -4.6561 -1.3992 2.4588
N -4.5220 -0.0819 1.8537
C -4.5610 1.0846 2.4574
N -4.8068 1.2026 3.7678
N -4.3032 2.1815 1.7303
C -1.9560 -0.3816 -0.2162
O -3.0034 0.2874 -0.3484
O -1.1495 -0.7310 -1.1076
H 0.0793 -2.0123 0.8804
H 0.2558 -1.0058 2.1618
H -1.8290 -0.0566 1.9039
H -1.6992 -2.9621 1.6808
H -3.0316 -2.4214 0.6872
H -2.8004 -1.5377 3.5972
H -3.5313 -3.0678 3.1286
H -5.2914 -1.3466 3.3439
H -5.1757 -2.0189 1.7288
H -4.1292 -0.0557 0.8994
H -5.0767 0.3996 4.3083
H -4.9858 2.1033 4.1766
H -4.1009 2.0682 0.7476
H -4.5045 3.1020 2.0767
Se 2.5536 -2.3568 -4.4412
C 2.0241 -1.4809 -3.0645
N 1.6757 -0.9164 -2.0746
*
```

Computed, not measured: C31H42Cl2NO3P3W as an isolated structure, with ωB97M-V/def2-TZVPD.

Output
- LUMO (alpha / beta) (eV) = -6.194 / -7.413
- maximum force (eV/Å) = 5.40
- expectation value of S² = 2.032
- highest occupied orbital energy (alpha / beta) (eV) = -12.7 / -12.7
- calculated total energy (eV) = -95182.083
- orbital gap (alpha / beta) (eV) = 6.547 / 5.328

```
! RIJCOSX wB97M-V def2-TZVPD def2/J DEFGRID3
* xyz 2 3
P 1.4299 1.1377 -1.7959
C 3.1700 1.3619 -2.0190
C 3.7308 0.7790 -3.1630
H 3.1233 0.1205 -3.7908
C 5.0326 1.1155 -3.4863
H 5.4659 0.6975 -4.3961
C 5.7481 1.9908 -2.6622
H 6.7656 2.2570 -2.9410
C 5.1880 2.5383 -1.4977
H 5.7552 3.2266 -0.8764
C 3.8829 2.2142 -1.1435
H 3.4107 2.6142 -0.2478
C 0.7512 -0.2518 -2.7014
C 1.3053 -1.5455 -2.5330
H 2.2435 -1.6573 -1.9855
C 0.6684 -2.6251 -3.1179
H 1.0963 -3.6280 -2.9972
C -0.4848 -2.4357 -3.8860
H -0.9784 -3.2862 -4.3592
C -1.0116 -1.1490 -4.0828
H -1.8833 -0.9802 -4.7183
C -0.4069 -0.0555 -3.4773
H -0.7908 0.9593 -3.6193
C 0.4193 2.6104 -1.9799
C 0.5400 3.1875 -3.2561
H 1.2238 2.7259 -3.9769
C -0.2167 4.3048 -3.5777
H -0.1369 4.7118 -4.5862
C -1.0692 4.8678 -2.6182
H -1.6765 5.7316 -2.8983
C -1.1495 4.3236 -1.3353
H -1.8022 4.7714 -0.5808
C -0.4109 3.1970 -0.9964
H -0.4440 2.8094 0.0193
W 0.3640 -0.5395 2.2188
C -1.5080 -1.4410 1.8320
C -2.2401 -1.2521 0.6952
H -1.8607 -2.1298 2.6023
C -1.6978 -0.2461 -0.3036
O -2.6876 0.7429 -0.6389
H -2.2343 1.5122 -1.0484
C -0.5777 0.3515 0.5319
H -1.2796 -0.7348 -1.2017
C 0.7257 0.6022 0.6941
Cl -0.4022 -0.4896 4.3600
Cl 2.4002 0.5132 2.9177
P 1.4631 -2.6102 1.9647
C 2.1375 -2.9078 3.6286
H 1.3212 -3.0065 4.3507
H 2.7766 -2.0730 3.9318
H 2.7235 -3.8341 3.6032
C 0.4343 -4.0387 1.5918
H -0.0330 -3.9039 0.6090
H -0.3543 -4.1359 2.3469
H 1.0447 -4.9523 1.5877
C 2.8432 -2.5994 0.8253
H 3.4445 -1.6981 0.9843
H 2.4729 -2.6126 -0.2050
H 3.4565 -3.4933 1.0074
P -3.8067 -2.1034 0.3687
C -4.1695 -3.1509 1.7622
C -3.5721 -3.0809 -1.1196
H -4.2809 -2.5347 2.6647
H -3.3711 -3.8900 1.9152
H -5.1137 -3.6808 1.5685
H -3.1349 -2.4653 -1.9141
H -4.5445 -3.4645 -1.4526
H -2.9082 -3.9287 -0.9119
C -5.0759 -0.8720 0.1231
H -5.3522 -0.4540 1.0982
H -5.9529 -1.3379 -0.3443
H -4.6763 -0.0727 -0.5112
H 1.1462 1.6659 0.7325
N -0.6790 2.2278 5.8011
C -0.0149 2.9582 4.6997
C -1.1794 3.2828 3.7293
O -2.3079 3.3124 4.2941
O -0.8458 3.4758 2.5422
H -0.6246 1.2116 5.5870
H -1.6792 2.5693 5.7473
H -0.2327 2.4309 6.6875
H 0.3967 3.8836 5.1073
H 0.7581 2.3546 4.2231
*
```

Computed, not measured: C11H10BN4O2PS as an isolated structure, with ωB97M-V/def2-TZVPD.

Output
- LUMO (eV) = -1.266
- maximum force (eV/Å) = 1.44
- highest occupied orbital energy (eV) = -8.8
- calculated total energy (eV) = -42422.950
- orbital gap (eV) = 7.560

```
! RIJCOSX wB97M-V def2-TZVPD def2/J DEFGRID3
* xyz 0 1
C 4.3964 -2.4016 0.9321
C 3.5044 -1.5975 0.9408
C 2.4866 -0.6566 0.5572
C 1.2066 -1.1081 0.3760
N 0.9217 -2.4894 0.6294
C 0.7672 -3.2197 -0.3445
O 0.4781 -3.8626 -1.2623
C 0.1338 -0.2418 -0.0356
B -1.3464 -0.8214 -0.2532
O -1.5588 -1.5145 -1.4317
C -2.5298 -0.6850 0.7558
C -3.7384 0.0027 0.0273
C 0.3916 1.0944 -0.2364
P -0.8760 2.3147 -0.6995
N -1.8868 2.5873 0.4695
C 1.7208 1.5764 -0.0338
N 2.1275 2.8424 -0.1678
S 3.6912 2.8892 0.1699
N 3.9697 1.3279 0.4916
C 2.8021 0.7204 0.3599
H 5.0773 -3.2192 0.9319
H -1.0914 -1.0573 -2.1414
H -2.2490 -0.1257 1.6452
H -2.8787 -1.6851 1.0324
H -3.3922 0.4300 -0.9172
H -4.5021 -0.7324 -0.2165
H -4.1331 0.8276 0.6108
H -1.4520 1.7732 -1.8732
H -0.1691 3.4707 -1.0636
H -1.8711 3.5610 0.7470
*
```

Computed, not measured: a 2-piece molecular cluster, C4H9N2O overall, with ωB97M-V/def2-TZVPD.

Output
- LUMO (eV) = -5.242
- maximum force (eV/Å) = 3.52
- energy relative to the best compared isomer or geometry (same formula, charge and spin) (kcal per mole) = 160.4
- highest occupied orbital energy (eV) = -14.3
- calculated total energy (eV) = -9309.062
- orbital gap (eV) = 9.008

```
! RIJCOSX wB97M-V def2-TZVPD def2/J DEFGRID3
* xyz 1 1
C -1.5914 0.5738 0.3250
C 0.9813 -1.0058 0.9749
C 1.5090 0.2294 -1.2322
C 0.6514 -0.6519 -0.3616
N -1.0045 0.9459 1.2886
N -2.5344 0.6420 -0.5753
O -0.1752 0.7803 2.1307
H 2.0010 -1.0709 1.4844
H 0.4044 -1.9108 1.3680
H 0.6820 -0.1388 1.6788
H 0.7900 0.7322 -1.8035
H 2.2815 -0.2529 -1.8041
H 1.9947 1.0953 -0.7187
H -0.0645 -1.3503 -0.9344
H -3.4053 0.1141 -0.5048
H -2.5200 1.2685 -1.3157
*
```

Computed, not measured: a 3-piece molecular cluster, C3H5NO2 overall, with ωB97M-V/def2-TZVPD.

Output
- LUMO (eV) = 0.065
- maximum force (eV/Å) = 1.20
- structure (SMILES) = C#N.C=O.C=O
- energy relative to the best compared isomer or geometry (same formula, charge and spin) (kcal per mole) = 77.1
- highest occupied orbital energy (eV) = -10.1
- calculated total energy (eV) = -8774.353
- orbital gap (eV) = 10.130

```
! RIJCOSX wB97M-V def2-TZVPD def2/J DEFGRID3
* xyz 0 1
C -1.3847 1.3657 1.2310
N -1.4266 0.3008 1.6723
H -1.3549 2.3560 0.8325
C 1.2522 0.6259 -0.4974
O 0.4906 1.5620 -0.5483
H 1.6534 0.2335 0.4560
H 1.5742 0.0992 -1.4121
C -0.2079 -1.6360 -0.4291
O 0.6878 -2.4424 -0.5011
H -0.4024 -1.0438 0.4814
H -0.8816 -1.4208 -1.2852
*
```

Computed, not measured: a 2-piece molecular cluster, C6H16 overall, with ωB97M-V/def2-TZVPD.

Output
- LUMO (eV) = 1.078
- maximum force (eV/Å) = 3.76
- structure (SMILES) = CC(C)C.CC
- energy relative to the best compared isomer or geometry (same formula, charge and spin) (kcal per mole) = 46.1
- highest occupied orbital energy (eV) = -10.8
- calculated total energy (eV) = -6479.660
- orbital gap (eV) = 11.832

```
! RIJCOSX wB97M-V def2-TZVPD def2/J DEFGRID3
* xyz 0 1
C -1.8120 1.4877 0.0665
C -1.0132 0.5522 0.9353
C -1.4733 0.6561 2.3446
C -0.9775 -0.8639 0.3006
H -2.8269 1.8208 0.3400
H -1.8813 1.0484 -0.9293
H -1.3490 2.4523 -0.0621
H 0.0826 0.6963 0.9936
H -2.4851 0.3130 2.4069
H -0.8463 0.1460 3.1149
H -1.3588 1.7218 2.6108
H -1.8483 -1.1264 -0.1729
H -0.1511 -1.1256 -0.6142
H -1.0334 -1.6381 1.0402
C 1.9999 -0.3262 -2.0875
C 2.6914 -1.2168 -1.0577
H 1.9274 -0.8992 -2.9388
H 0.9460 0.0441 -1.7923
H 2.7816 0.5365 -2.3252
H 3.4205 -0.7061 -0.4211
H 2.0209 -1.4575 -0.3295
H 3.1859 -2.1155 -1.4227
*
```

What is the formula in the third record? C31H42Cl2NO3P3W